No. 1
The following is a DFT calculation (ωB97M-V/def2-TZVPD) of a structure of composition C9H11F6N2O7S2.

Geometry as ORCA input:
```
! RIJCOSX wB97M-V def2-TZVPD def2/J DEFGRID3
* xyz -1 1
N 2.94290 -2.04555 0.59876
C 3.30597 -0.68734 1.02883
C 3.99611 0.11612 -0.07521
C 3.11409 1.10076 -0.83578
C 2.04164 0.46706 -1.72820
S 0.40265 0.29501 -1.09142
O -0.33837 -0.27885 -2.19704
O 0.41099 -0.51465 0.10523
N -0.09896 1.78578 -0.80852
S -0.15847 2.25160 0.70532
O -0.54305 3.63184 0.73893
O 0.94702 1.87218 1.53576
C -1.63216 1.44802 1.52762
O -1.71866 1.50046 2.71143
C -2.80042 0.81664 0.72239
F -3.89049 1.60680 0.94191
F -2.58801 0.80024 -0.59817
C -3.19712 -0.61466 1.11373
F -3.71754 -0.67026 2.35553
F -2.12423 -1.41012 1.09733
C -4.20009 -1.19484 0.08218
F -4.57586 -2.41954 0.55559
F -5.30078 -0.43841 -0.01974
C -3.57415 -1.36323 -1.32102
O -4.10402 -0.85855 -2.26446
O -2.45306 -2.06994 -1.34542
H 3.23531 -2.72045 1.28432
H 1.94438 -2.11622 0.47402
H 4.02210 -0.78818 1.83674
H 2.45964 -0.14882 1.42385
H 4.41608 -0.59554 -0.77532
H 4.80261 0.67601 0.38279
H 2.70306 1.83642 -0.16147
H 3.76570 1.64574 -1.51155
H 1.90498 1.10731 -2.58824
H 2.38082 -0.49527 -2.08717
H -1.78058 -1.52755 -1.81354
*
```

Properties
Lowest unoccupied orbital energy: 2.94 eV
Gap between HOMO and LUMO: 0.348 hartree
HOMO level: -6.5 eV

=====

No. 2
The following is a DFT calculation (ωB97M-V/def2-TZVPD) of a structure of composition C14H42B2MnO8 in a non-equilibrium geometry.

Geometry as ORCA input:
```
! RIJCOSX wB97M-V def2-TZVPD def2/J DEFGRID3
* xyz -2 6
Mn -0.43405 -2.68459 0.92958
O 1.29508 -3.54825 1.61507
C 1.63830 -4.57748 0.75772
C 0.75180 -4.71822 -0.52921
O -0.52835 -4.22794 -0.49189
H 1.56112 -5.54494 1.31699
H 2.70160 -4.52040 0.43253
H 0.80421 -5.78452 -0.83934
H 1.34620 -4.13376 -1.28958
B -0.27334 -0.67487 0.14126
H -0.35004 0.49385 -0.16281
H 0.74098 -1.21810 -0.16668
H -0.38805 -0.83418 1.31343
H -1.10735 -1.28347 -0.44836
B -2.42305 -3.20975 2.02772
H -1.57145 -2.62485 2.62761
H -3.48662 -3.04039 2.59756
H -2.53931 -2.81043 0.91458
H -2.16585 -4.39277 1.95097
C 1.28507 -3.05067 -4.41283
O 0.26166 -2.09460 -4.37197
C 0.34273 -1.27153 -3.22661
C -0.66527 -0.14884 -3.35801
O -1.95779 -0.64066 -3.68342
C -2.93017 -0.29778 -2.71841
H 1.34711 -3.42691 -5.43540
H 1.13803 -3.86650 -3.69650
H 2.25467 -2.58574 -4.16534
H 1.33771 -0.82281 -3.08148
H 0.10185 -1.85870 -2.33502
H -0.35887 0.50438 -4.18752
H -0.66291 0.41552 -2.42369
H -3.90258 -0.37254 -3.21520
H -2.86534 0.75998 -2.43381
H -2.86620 -0.97137 -1.86497
C 3.20371 2.76781 -1.90742
O 2.79576 3.22470 -0.64081
C 3.29009 2.42780 0.42749
C 2.79937 0.99993 0.44733
O 3.90741 0.14427 0.60279
C 3.48015 -1.14251 1.03428
H 4.28531 2.58940 -1.92133
H 2.98867 3.56852 -2.62030
H 2.63647 1.89836 -2.24894
H 3.10780 2.98544 1.34653
H 4.39129 2.40052 0.34935
H 2.22993 0.77836 -0.46273
H 2.06122 0.83026 1.24176
H 2.73752 -1.56723 0.35750
H 3.08965 -1.17449 2.05439
H 4.32713 -1.83161 1.03342
C -3.14909 5.07230 1.29804
O -2.85807 5.58811 2.58000
C -3.17008 4.69513 3.65461
C -2.17659 3.59536 3.82085
O -2.48584 2.51063 2.95530
C -1.32191 1.88071 2.38573
H -2.38807 5.47181 0.62191
H -4.11571 5.43139 0.92028
H -3.11805 3.98544 1.24762
H -4.19837 4.35128 3.52306
H -3.13257 5.31928 4.55334
H -2.24726 3.21786 4.85625
H -1.13585 3.89828 3.68372
H -0.63353 1.54936 3.16454
H -0.87221 2.57186 1.66997
H -1.75984 1.02548 1.88442
*
```

Properties
Lowest unoccupied orbital energy (spin up / spin down): 4.18 / 4.18 eV
Gap between HOMO and LUMO (spin up / spin down): 0.184 / 0.189 hartree
HOMO level (spin up / spin down): -0.8 / -1.0 eV

=====

No. 3
The following is a DFT calculation (ωB97M-V/def2-TZVPD) of an isolated molecule of C4H7ClN2S in a non-equilibrium geometry.

Geometry as ORCA input:
```
! RIJCOSX wB97M-V def2-TZVPD def2/J DEFGRID3
* xyz 0 1
C 2.56075 -0.96068 -0.89123
N 1.88491 -0.13017 -0.20733
N 0.80282 -0.61154 0.46470
C -0.00744 0.37409 1.11907
C -0.90586 1.04511 0.04397
S -0.32649 2.35220 -0.69304
C -2.27852 0.46091 -0.11225
Cl -2.23086 -1.31333 -0.58782
H 2.39817 -2.01752 -0.96790
H 3.43524 -0.56462 -1.39970
H 0.25726 -1.25129 -0.08995
H -0.66339 -0.11046 1.84131
H 0.66330 1.14008 1.54195
H -2.80626 1.05207 -0.88819
H -2.78365 0.53514 0.82641
*
```

Properties
Lowest unoccupied orbital energy: -0.59 eV
Structure (SMILES): C=NNCC(=S)CCl
Gap between HOMO and LUMO: 0.285 hartree
Energy relative to the best compared isomer or geometry (same formula, charge and spin): 204.0 kJ/mol
HOMO level: -8.3 eV

=====

No. 4
The following is a DFT calculation (ωB97M-V/def2-TZVPD) of a structure of composition C2H3CsFO2 in a non-equilibrium geometry.

Geometry as ORCA input:
```
! RIJCOSX wB97M-V def2-TZVPD def2/J DEFGRID3
* xyz 1 1
F 3.87879 0.28167 0.06612
H 3.59031 -0.63824 0.10597
O 1.01011 -1.45257 -0.11101
C 0.44214 -0.47700 -0.11164
C -0.68546 0.51354 0.13529
O -1.82069 -0.15948 0.17987
H -0.54460 1.24749 -0.68998
H -0.35475 1.02394 1.06826
Cs -5.51585 -0.33933 -0.64289
*
```

Properties
Lowest unoccupied orbital energy: -3.63 eV
Gap between HOMO and LUMO: 0.317 hartree
Energy relative to the best compared isomer or geometry (same formula, charge and spin): 148.8 kJ/mol
HOMO level: -12.3 eV

=====

No. 5
The following is a DFT calculation (ωB97M-V/def2-TZVPD) of a structure of composition C9H10ClN2O2 in a non-equilibrium geometry.

Geometry as ORCA input:
```
! RIJCOSX wB97M-V def2-TZVPD def2/J DEFGRID3
* xyz 1 1
C 0.55013 -2.02371 -0.13117
C -1.52046 -1.04067 0.57997
C -0.15490 -3.06067 -0.65040
C -2.28769 -2.09669 0.19295
C -0.14658 -0.90683 0.49009
C -1.50046 -3.18838 -0.36851
C 0.33639 0.71021 2.47337
C 0.40087 1.64026 -0.25526
C 0.64655 0.20591 1.09613
N 0.50594 1.13400 -1.44079
N -0.00226 2.81982 0.08347
O -0.14654 1.77614 2.73191
O 0.45782 1.88526 -2.70668
Cl -2.39510 -4.52523 -1.04720
H 1.60950 -1.96386 -0.42550
H -2.13538 -0.13676 0.80371
H 0.35352 -3.91509 -0.96238
H -3.29028 -2.27043 0.50222
H 0.64055 0.07747 3.27881
H 1.67524 -0.01697 0.97427
H 0.55447 0.19337 -1.60737
H -0.11133 3.08381 1.03252
H 0.10189 3.62384 -0.62277
H 0.88347 1.39443 -3.43894
*
```

Properties
Lowest unoccupied orbital energy: -3.85 eV
Gap between HOMO and LUMO: 0.319 hartree
Energy relative to the best compared isomer or geometry (same formula, charge and spin): 86.5 kJ/mol
HOMO level: -12.5 eV

=====

No. 6
The following is a DFT calculation (ωB97M-V/def2-TZVPD) of a structure of composition C18H22N2O3S2 in a non-equilibrium geometry.

Geometry as ORCA input:
```
! RIJCOSX wB97M-V def2-TZVPD def2/J DEFGRID3
* xyz 0 1
C -4.61638 -0.78104 0.64358
H -5.40797 -0.47358 1.08496
H -3.65707 -0.72080 1.20564
H -4.77135 -1.79324 0.09420
S -4.31926 0.17898 -0.97509
C -4.01268 1.80923 0.14563
C -2.57647 2.16380 0.21384
C -1.57463 1.28821 0.58873
N -1.40372 0.11838 -0.21667
C -0.92164 0.02083 -1.41176
O -0.63362 1.22731 -2.02974
C -1.16051 -1.22556 -2.13557
O -1.01204 -2.56028 -1.21822
C 0.16747 -2.56433 -0.42079
C 0.12623 -3.80271 0.22375
C 1.19479 -4.17500 1.18584
C 2.45092 -3.53645 1.02416
C 2.38628 -2.30200 0.25110
C 1.40070 -1.77166 -0.60994
H 1.29977 -0.94441 -1.04163
H 3.26585 -1.64499 0.00677
H 3.18012 -3.55643 1.68184
H 1.24202 -4.91008 1.73951
H -0.83121 -4.32223 0.57883
H -2.03394 -1.21626 -2.76975
H -0.18951 -1.40146 -2.80364
H -1.63392 -0.98022 0.25626
H -1.96317 1.08504 1.61781
C -0.30410 1.90892 1.22634
O 0.10215 2.05218 2.35559
N 0.51497 2.49835 0.03288
H 0.18907 2.11840 -0.99185
C 1.83829 3.03301 0.28608
C 2.89052 1.91911 -0.09600
C 3.81424 1.44465 0.75947
C 4.78644 0.84598 0.12959
C 4.49801 0.53189 -1.40318
S 3.11358 1.49334 -1.43279
H 4.96121 -0.01941 -1.95258
H 5.43932 0.26197 0.67796
H 3.97474 1.65306 1.96721
H 1.74968 3.35423 1.55601
H 1.76605 3.84379 -0.33592
H -2.23030 2.29010 -0.96299
H -2.48189 3.30623 0.49716
H -4.40142 2.61407 -0.38354
H -4.21560 1.64104 1.16087
*
```

Properties
Lowest unoccupied orbital energy: 0.40 eV
Gap between HOMO and LUMO: 0.324 hartree
Energy relative to the best compared isomer or geometry (same formula, charge and spin): 1507.0 kJ/mol
HOMO level: -8.4 eV